1.
Formula: C19H33BClF4GeNiO3
Source: the Open Molecules 2025 dataset
Level of theory: ωB97M-V/def2-TZVPD

Computed properties:
E_LUMO (alpha / beta): -0.060 / -0.078 Eh
charge: 0
2S+1: 2

Each line ends with the Mulliken charge.
Element x y z (Å)
C (-4.21, -0.47, 0.03)  -1.803
C (0.09, -0.11, 3.48)  -0.108
C (0.27, -0.75, -3.82)  -1.568
H (2.11, -0.59, 0.78)  0.937
Ni (0.09, -0.01, -0.25)  1.192
C (-0.35, -2.16, 4.61)  0.416
H (-2.55, 1.25, -3.93)  0.368
C (0.77, -0.81, 2.46)  -0.321
H (-3.41, -2.20, 1.95)  0.555
Cl (-1.06, -3.01, 5.94)  -0.212
H (-2.22, -1.88, -3.88)  0.564
H (1.66, 1.55, -2.05)  0.051
C (0.21, 3.85, -1.63)  -1.976
C (1.27, 3.71, 0.62)  -1.616
C (-3.30, 0.59, 2.10)  -1.655
H (0.42, 4.21, 1.08)  0.343
H (-1.75, -1.64, 2.14)  0.161
H (2.01, 4.47, 0.34)  0.416
H (2.50, 1.53, -0.48)  0.221
H (1.40, -2.75, 1.78)  0.537
C (1.33, -0.09, 1.35)  -0.928
Ge (-1.87, 1.65, -1.03)  -0.654
C (0.83, 2.91, -0.59)  1.815
H (-0.91, 1.63, -4.49)  0.328
H (-4.01, -1.18, -0.78)  0.309
H (2.75, 2.87, -1.59)  0.578
H (1.47, 0.98, 1.50)  0.046
C (-0.46, -0.78, 4.55)  -0.778
F (-0.27, -3.94, 0.11)  -0.376
F (0.57, -3.68, -2.01)  -0.334
H (-4.47, 0.50, -0.41)  0.425
C (-1.62, 0.82, -4.30)  -1.796
C (-2.03, -1.28, -2.99)  -1.426
H (-2.41, 0.73, 2.71)  0.159
H (-0.09, 3.30, -2.52)  0.320
H (-1.83, 0.31, -5.25)  0.460
B (0.69, -3.38, -0.69)  -0.042
H (0.39, -3.96, 3.69)  0.462
H (0.70, -1.45, -3.11)  0.157
H (-4.09, 0.19, 2.72)  0.418
H (-5.06, -0.83, 0.60)  0.471
H (-1.64, -1.94, -2.21)  0.144
C (2.00, 2.16, -1.21)  -1.402
H (-0.99, -0.25, 5.33)  0.414
H (1.73, 3.07, 1.37)  0.323
H (0.10, -1.28, -4.76)  0.482
H (-3.61, 1.57, 1.72)  0.400
O (-1.88, 0.20, 0.19)  0.890
C (-2.58, -1.72, 1.44)  -1.509
H (-2.26, -2.36, 0.61)  0.284
O (-0.16, 1.95, -0.13)  -0.595
F (1.97, -3.56, -0.20)  -0.310
F (0.46, -1.86, -0.60)  -0.085
C (-1.03, -0.17, -3.30)  1.351
O (-0.71, 0.56, -2.10)  0.755
H (0.95, 4.59, -1.93)  0.530
H (0.99, 0.06, -4.01)  0.345
H (0.00, 0.97, 3.41)  0.439
C (0.32, -2.88, 3.62)  -1.003
H (-0.65, 4.37, -1.22)  0.415
C (0.88, -2.20, 2.56)  0.086
H (-2.98, -0.86, -2.66)  0.267
C (-2.99, -0.35, 0.94)  1.659

=====

2.
Formula: C15H30IMoNOP2
Source: the Open Molecules 2025 dataset
Level of theory: ωB97M-V/def2-TZVPD

Computed properties:
E_LUMO (alpha / beta): -0.292 / -0.292 Eh
charge: +2
2S+1: 1

Each line ends with the Mulliken charge.
Element x y z (Å)
C (1.92, 1.30, -3.19)  0.890
P (-2.02, 1.88, 0.09)  0.927
C (-3.36, -3.96, 2.62)  -0.349
H (1.87, -2.19, 2.39)  0.321
I (0.84, 1.08, 2.77)  -0.243
H (2.49, -1.87, -2.33)  0.344
H (-2.59, 1.25, 2.34)  0.318
C (-3.38, -3.83, 1.22)  -0.645
H (-3.46, 0.25, 1.16)  0.370
H (3.84, -0.38, 1.18)  0.371
H (-1.13, -1.47, 3.39)  0.265
C (-2.56, -2.89, 0.60)  -0.198
H (2.04, 1.73, -1.05)  -0.024
H (0.72, 2.01, -4.80)  0.393
C (-2.53, -3.15, 3.40)  -0.741
H (-2.62, -2.69, -0.49)  0.400
H (1.24, -2.95, -1.71)  0.352
C (-1.69, -2.11, 1.41)  0.024
H (0.84, 3.18, -3.45)  0.347
H (-2.10, 1.63, -2.29)  0.213
C (1.81, -2.68, 1.39)  -1.187
H (-0.67, 1.21, -0.24)  0.182
P (2.09, -1.53, -0.01)  1.190
H (3.91, -0.07, -0.58)  0.154
H (-0.81, 3.85, -0.40)  0.341
C (-3.11, 1.27, 1.37)  -1.070
C (3.75, -0.83, 0.19)  -0.994
H (-2.57, -3.22, 4.48)  0.413
H (-2.49, 4.23, 0.14)  0.442
H (2.61, -3.42, 1.29)  0.426
H (4.48, -1.64, 0.05)  0.418
H (2.65, 3.03, -2.09)  0.477
H (-3.55, 2.49, -1.65)  0.417
Mo (0.41, -0.04, 0.47)  0.050
O (2.24, 0.17, -3.55)  -0.540
H (-3.38, 0.71, -1.43)  0.352
C (2.23, -2.53, -1.49)  -1.138
H (-1.22, 3.76, 1.32)  0.374
H (2.98, -3.33, -1.38)  0.440
C (-1.61, 3.60, 0.31)  -1.060
H (-0.22, 1.74, -3.31)  -0.234
H (3.62, 1.51, -1.82)  0.248
H (-4.08, -4.44, 0.63)  0.403
H (0.83, -3.19, 1.32)  0.342
H (-4.05, -4.63, 3.10)  0.427
C (2.62, 1.94, -1.97)  -0.830
N (-0.86, -1.17, 0.81)  -0.342
C (-1.71, -2.21, 2.82)  0.215
C (0.74, 2.11, -3.72)  -0.663
H (-3.98, 1.94, 1.43)  0.437
C (-2.84, 1.67, -1.48)  -1.025

=====

3.
Formula: C7H5Br3F3P
Source: the Open Molecules 2025 dataset
Level of theory: ωB97M-V/def2-TZVPD

Computed properties:
energy relative to the best compared isomer or geometry (same formula, charge and spin): 0.00 kJ/mol
E_LUMO: -0.032 Eh
charge: 0
SMILES: FC(F)(F)[C@@H]1C=CC=C[C@]1(Br)P(Br)Br
2S+1: 1

Each line ends with the Mulliken charge.
Element x y z (Å)
C (0.16, 0.63, 0.70)  -0.099
H (-0.79, -1.61, -1.67)  0.289
P (-2.51, 0.27, -0.68)  0.344
H (2.13, 0.81, 1.59)  0.377
Br (-1.23, -1.71, 1.75)  -0.038
F (0.83, 1.50, -1.25)  -0.252
Br (-3.28, -1.87, -1.03)  -0.202
F (0.92, 2.88, 0.40)  -0.295
Br (-3.84, 0.90, 1.05)  -0.148
C (-0.13, -1.24, -0.88)  -0.201
C (2.01, -0.86, 0.13)  -0.232
C (1.56, 0.15, 0.86)  -0.728
H (-0.15, 1.05, 1.63)  0.410
H (3.07, -1.21, 0.15)  0.349
C (-0.82, -0.37, 0.17)  0.114
C (0.23, 1.85, -0.12)  0.690
C (1.20, -1.50, -0.80)  -0.476
H (1.56, -2.16, -1.64)  0.343
F (-0.93, 2.49, -0.36)  -0.245

=====

4.
Formula: C7H12NO
Source: the Open Molecules 2025 dataset
Level of theory: ωB97M-V/def2-TZVPD

Computed properties:
energy relative to the best compared isomer or geometry (same formula, charge and spin): 512.19 kJ/mol
E_LUMO: -0.140 Eh
charge: +1
2S+1: 1

Each line ends with the Mulliken charge.
Element x y z (Å)
H (1.38, -2.98, 0.76)  0.430
C (-1.35, 0.01, -0.24)  0.186
H (-2.86, 1.47, 0.34)  0.307
H (-1.58, 2.01, -0.79)  0.310
C (0.84, -0.94, 0.06)  0.621
O (0.49, -1.19, -1.21)  -0.318
H (-1.12, 1.71, 0.93)  0.356
C (1.71, -1.92, 0.76)  -1.350
H (1.64, 3.24, -0.17)  0.386
H (1.64, -1.64, 1.85)  0.349
H (2.59, -2.14, 0.17)  0.372
H (-2.18, -0.63, -0.35)  0.537
C (1.61, 1.03, 0.06)  -0.715
N (-0.43, -0.58, 0.83)  -0.266
H (-1.03, -0.52, -2.41)  0.397
C (-1.80, 1.41, 0.10)  -1.060
C (1.76, 2.20, -0.21)  0.097
H (0.07, 0.80, -1.78)  0.316
H (-0.26, 0.27, 1.38)  0.331
H (-0.64, -1.40, 1.40)  0.387
C (-0.49, -0.21, -1.50)  -0.672